# C11H14Br5GeO2PtSe

C11H14Br5GeO2PtSe as an isolated structure (ωB97M-V/def2-TZVPD, the OMol25 dataset).

```
35
C11H14Br5GeO2PtSe, DFT ωB97M-V/def2-TZVPD
Pt 1.612 0.044 2.273
Br 4.931 -4.930 -1.833
C 3.666 -4.185 -0.700
C 2.562 -5.053 -0.209
Br 2.507 -6.829 -0.767
C 1.608 -4.584 0.620
Br 0.187 -5.580 1.285
C 1.658 -3.190 1.061
O 0.878 -2.661 1.809
C 2.800 -2.305 0.531
O 2.832 -1.130 0.886
C 3.780 -2.877 -0.352
Br 5.133 -1.736 -0.942
C -3.808 0.792 0.215
Ge -2.533 2.161 -0.324
C -1.831 1.822 -2.117
C -3.223 3.972 -0.166
C -1.015 2.053 0.981
Se 0.226 0.645 0.510
C 1.442 1.720 -0.554
H -4.584 0.666 -0.539
H -4.285 1.065 1.156
H -3.310 -0.170 0.350
H -2.647 1.854 -2.838
H -1.362 0.839 -2.200
H -1.109 2.586 -2.409
H -4.070 4.112 -0.837
H -2.455 4.698 -0.431
H -3.557 4.177 0.851
H -1.376 1.804 1.978
H -0.442 2.976 1.050
H 0.901 2.004 -1.455
H 2.303 1.106 -0.802
H 1.738 2.591 0.023
Br 0.844 1.543 3.896
```

Summary:
- E_tot (eV) = -491042.54789
- E_LUMO (eV) = -5.90
- multiplicity = 1
- net charge = +1
- relative energy (zero: lowest compared OMol25 entry of this formula, charge and spin) (eV) = 1.0329
- HOMO-LUMO gap (eV) = 6.2

# C11H14Cl3F6MgN5O4S3Se

C11H14Cl3F6MgN5O4S3Se as an isolated structure (ωB97M-V/def2-TZVPD, the OMol25 dataset).

```
48
C11H14Cl3F6MgN5O4S3Se, DFT ωB97M-V/def2-TZVPD
Mg 0.129 -0.328 -0.546
C -0.027 2.446 0.751
C -0.789 1.457 1.634
N -0.265 0.073 1.556
C 0.844 -0.239 2.469
C 2.165 0.434 2.111
S 2.675 0.191 0.375
C 2.798 1.901 -0.233
C 1.609 2.370 -1.076
N 0.320 1.886 -0.568
H -0.635 3.348 0.649
H 0.896 2.756 1.237
H -0.776 1.816 2.669
H -1.826 1.422 1.313
H -1.032 -0.542 1.813
H 0.588 0.043 3.497
H 0.978 -1.321 2.450
H 2.134 1.503 2.310
H 2.943 0.016 2.749
H 2.974 2.538 0.633
H 3.700 1.948 -0.841
H 1.636 3.465 -1.124
H 1.714 1.998 -2.092
H -0.394 2.122 -1.254
Se 0.925 -0.846 -2.959
C 0.063 0.695 -3.449
N -0.509 1.667 -3.705
F -3.952 -2.530 -2.504
C -3.394 -1.324 -2.494
F -2.431 -1.280 -3.400
F -4.311 -0.407 -2.771
S -2.693 -0.993 -0.821
O -2.025 0.302 -0.907
O -1.721 -2.044 -0.579
N -3.932 -1.123 0.075
S -4.665 -0.049 0.985
O -6.077 -0.161 0.855
O -4.037 1.238 0.991
C -4.276 -0.779 2.637
F -4.695 -2.033 2.734
F -2.939 -0.769 2.838
F -4.838 -0.054 3.596
Cl -1.218 -5.399 0.208
C 0.128 -4.855 -0.793
Cl 1.487 -5.985 -0.681
Cl -0.374 -4.641 -2.466
C 0.584 -3.555 -0.288
N 0.944 -2.538 0.096
```

Summary:
- E_tot (eV) = -184445.84834
- E_LUMO (eV) = -0.09
- multiplicity = 1
- relative energy (zero: lowest compared OMol25 entry of this formula, charge and spin) (eV) = 0.0000
- HOMO-LUMO gap (eV) = 8.3

# C11H14ClI2MoNOP

C11H14ClI2MoNOP as an isolated structure (ωB97M-V/def2-TZVPD, the OMol25 dataset).

```
32
C11H14ClI2MoNOP, DFT ωB97M-V/def2-TZVPD
I 3.287 1.418 -0.433
I 1.025 -2.820 -1.469
Mo 1.119 -0.162 -1.045
P -0.408 -0.188 -3.123
C 0.447 -0.160 -4.739
C -1.600 -1.567 -3.248
H -2.205 1.207 -2.324
H -2.092 1.244 -4.107
H -0.960 2.196 -3.104
C -1.524 1.264 -3.175
H -2.320 -1.489 -2.428
H -2.104 -1.498 -4.221
H -0.320 -0.129 -5.525
H 1.053 -1.066 -4.845
H -1.066 -2.524 -3.166
H 1.098 0.718 -4.820
C 1.495 1.692 -2.316
O 1.455 2.583 -3.078
Cl -1.126 0.201 -0.268
N 1.286 -0.487 0.914
C 1.115 -0.418 2.082
C 0.704 -0.164 3.403
C -0.668 -0.173 3.719
C -1.084 -0.064 5.044
C -0.137 0.047 6.069
C 1.228 0.134 5.757
C 1.650 0.073 4.429
H -1.393 -0.266 2.917
H -2.156 -0.116 5.240
H -0.458 0.080 7.113
H 1.955 0.234 6.569
H 2.704 0.200 4.179
```

Summary:
- E_tot (eV) = -55009.20226
- E_LUMO (alpha / beta) (eV) = -12.84 / -14.62
- multiplicity = 3
- net charge = +3
- HOMO-LUMO gap (alpha / beta) (eV) = 6.0 / 4.3

# C11H14ClI3O7Pd

C11H14ClI3O7Pd as an isolated structure (ωB97M-V/def2-TZVPD, the OMol25 dataset).

```
37
C11H14ClI3O7Pd, DFT ωB97M-V/def2-TZVPD
Pd -0.617 0.510 -0.440
O 1.248 -1.765 -0.076
Cl 1.814 -0.857 -1.029
O 2.694 -1.495 -1.931
O 2.400 0.270 -0.382
O 0.620 -0.334 -1.856
I -1.912 1.959 1.293
I -4.291 0.723 1.317
C -0.912 -1.547 2.150
C -1.563 -2.163 0.940
O -1.736 -1.200 -0.125
C -2.432 -1.782 -1.249
C -2.660 -0.777 -2.349
H -0.765 -2.328 2.897
H -1.546 -0.782 2.595
H 0.061 -1.123 1.908
H -2.561 -2.532 1.188
H -0.969 -2.989 0.542
H -3.387 -2.145 -0.859
H -1.852 -2.639 -1.600
H -3.335 0.018 -2.029
H -3.116 -1.291 -3.196
H -1.726 -0.341 -2.701
I 4.790 7.436 -1.714
C 3.397 5.988 -1.157
C 3.287 4.824 -1.905
C 2.357 3.865 -1.538
C 1.550 4.072 -0.426
C 1.678 5.234 0.325
C 2.598 6.202 -0.042
C 0.550 3.047 -0.013
O 0.221 2.211 -0.931
O 0.040 3.055 1.117
H 3.923 4.664 -2.764
H 2.259 2.949 -2.104
H 1.053 5.369 1.198
H 2.696 7.111 0.535
```

Summary:
- E_tot (eV) = -66263.56213
- E_LUMO (eV) = -1.64
- multiplicity = 1
- relative energy (zero: lowest compared OMol25 entry of this formula, charge and spin) (eV) = 0.0000
- HOMO-LUMO gap (eV) = 7.5

# C11H14F3N4O3S2Sc

C11H14F3N4O3S2Sc as an isolated structure (ωB97M-V/def2-TZVPD, the OMol25 dataset).

```
38
C11H14F3N4O3S2Sc, DFT ωB97M-V/def2-TZVPD
Sc -0.696 0.064 -0.104
C -0.731 3.969 0.236
C -1.329 2.660 0.645
C -0.855 1.955 1.764
C -1.529 0.829 2.252
C -2.674 0.361 1.608
C -3.112 1.004 0.447
C -2.444 2.132 -0.028
H -1.249 4.760 0.786
H -0.866 4.167 -0.825
H 0.325 4.038 0.487
H 0.019 2.326 2.289
H -1.174 0.332 3.146
H -3.198 -0.503 1.992
H -3.975 0.628 -0.090
H -2.792 2.619 -0.930
C 3.331 -3.272 0.984
C 1.963 -3.438 0.444
N 1.505 -4.473 -0.183
N 0.213 -4.164 -0.494
C -0.157 -2.968 -0.075
S -1.687 -2.204 -0.191
N 0.955 -2.485 0.526
N 1.008 -1.201 1.097
H 3.886 -4.183 0.772
H 3.318 -3.121 2.065
H 3.851 -2.435 0.515
H -0.357 -4.830 -0.999
H 1.902 -0.789 0.825
H 1.008 -1.300 2.111
F 0.424 2.771 -3.552
C 1.116 1.989 -2.756
F 1.080 2.488 -1.505
F 2.354 1.869 -3.151
S 0.291 0.343 -2.658
O -1.065 0.671 -2.123
O 0.400 -0.334 -3.885
O 0.941 -0.275 -1.442
```

Summary:
- E_tot (eV) = -74248.40246
- E_LUMO (eV) = -7.86
- multiplicity = 1
- net charge = +2
- relative energy (zero: lowest compared OMol25 entry of this formula, charge and spin) (eV) = 0.0000
- HOMO-LUMO gap (eV) = 8.3

# C11H14FN

The molecule C11H14FN (ωB97M-V/def2-TZVPD, the OMol25 dataset).

```
27
C11H14FN, DFT ωB97M-V/def2-TZVPD
C 2.207 1.940 0.106
N 1.232 0.864 0.148
C 1.661 -0.375 -0.437
C 0.381 -1.268 -0.134
C 0.376 -1.648 1.341
C 0.287 -2.539 -1.051
C -0.781 -0.282 -0.244
C -2.135 -0.263 -0.327
F -2.791 -1.422 -0.677
C -2.938 0.872 -0.039
C -2.322 2.083 0.181
C -0.935 2.190 0.213
C -0.137 1.085 0.185
H 1.889 2.567 -0.723
H 2.237 2.542 0.976
H 3.184 1.554 -0.092
H 2.496 -0.700 0.056
H 1.935 -0.285 -1.485
H 1.210 -2.265 1.691
H -0.645 -2.114 1.477
H 0.359 -0.757 1.847
H -0.770 -2.892 -1.003
H 1.037 -3.334 -0.589
H 0.579 -2.271 -2.140
H -3.934 0.474 0.061
H -2.947 3.005 0.189
H -0.735 3.241 0.468
```

Summary:
- structure (SMILES) = CN1CC(C)(C)c2c(F)cccc21
- E_tot (eV) = -15839.95944
- E_LUMO (eV) = 0.82
- multiplicity = 1
- relative energy (zero: lowest compared OMol25 entry of this formula, charge and spin) (eV) = 1.9292
- HOMO-LUMO gap (eV) = 8.4